Version i
Here is an isolated molecule of C4H9N3O from the Open Molecules 2025 dataset. Energies are from ωB97M-V with the def2-TZVPD basis set.

## Properties
Multiplicity: 1
Frontier orbital gap (Ha): 0.3623

```
17
C4H9N3O (ωB97M-V with the def2-TZVPD basis set)
O 0.9099 -0.0458 -0.8336
N -1.1683 -1.1159 -0.5642
N 0.0570 2.1597 2.4437
N -0.6524 0.6021 0.8328
C -1.3905 -1.1977 -1.9296
C 0.3534 1.4470 1.4355
C 1.8122 -1.1481 -0.6121
C -0.2794 -0.1508 -0.1549
H 1.2710 1.3558 0.8525
H 0.7998 2.7489 2.8291
H 1.3233 -2.1111 -0.3103
H -1.9555 -0.9920 0.0219
H -0.4109 -1.0890 -2.3754
H 2.3186 -1.3765 -1.5727
H -1.6972 -2.1887 -2.1226
H 2.5215 -0.8594 0.1033
H -2.0787 -0.3450 -2.1765
```

=====

Version ii
Here is a cluster of 2 separate species, C4H9N3O in total from the Open Molecules 2025 dataset. Energies are from ωB97M-V with the def2-TZVPD basis set.

## Properties
Multiplicity: 1
Frontier orbital gap (Ha): 0.3819

```
17
C4H9N3O (ωB97M-V with the def2-TZVPD basis set)
O -0.6842 1.5575 0.2834
N -0.6906 0.1336 -2.6558
N -1.7984 -0.9283 0.0252
N 1.4261 0.5576 -0.0859
C -0.5612 -0.8275 0.0745
C 0.0992 -0.7121 -2.6845
C 0.3386 0.2825 2.0652
C 0.1286 0.4401 0.5491
H -1.4716 1.2376 -0.1908
H 0.1666 -1.5313 -0.5533
H 1.0657 -0.5022 2.2598
H -2.2317 -1.7797 -0.3113
H 1.9548 1.2875 0.3764
H 0.8450 -1.3392 -3.1253
H 0.7106 1.2248 2.4633
H 1.3043 0.8576 -1.0456
H -0.6019 0.0416 2.5555
```

=====

version i is the most stable structure; the next one sits 13.7 kJ/mol above it.

=====

Version i
Here is an isolated molecule of C4H9N3O from the Open Molecules 2025 dataset. Energies are from ωB97M-V with the def2-TZVPD basis set.

## Properties
Multiplicity: 1
Frontier orbital gap (Ha): 0.3958

```
17
C4H9N3O (ωB97M-V with the def2-TZVPD basis set)
O 0.1815 -0.2616 -0.8525
N 0.7334 1.1785 2.1892
N -0.7096 0.8181 -1.1705
N -1.3315 -1.0536 0.7632
C 0.0379 2.0413 -1.3957
C 0.4802 0.3685 1.4214
C 0.9647 -1.9011 0.6465
C 0.0477 -0.6849 0.4899
H -1.9447 -0.2946 0.4818
H -1.1615 0.5191 -2.0335
H -1.4693 -1.2472 1.7477
H 0.9710 -2.2335 1.6808
H -0.6759 2.8047 -1.6986
H 0.8133 1.9399 -2.1623
H 0.5859 -2.6946 0.0096
H 0.5033 2.3401 -0.4569
H 1.9734 -1.6391 0.3399
```

=====

Version ii
Here is an isolated molecule of C4H9N3O from the Open Molecules 2025 dataset. Energies are from ωB97M-V with the def2-TZVPD basis set.

## Properties
Multiplicity: 1
Frontier orbital gap (spin up / spin down) (Ha): 0.2817 / 0.2664

```
17
C4H9N3O (ωB97M-V with the def2-TZVPD basis set)
O 2.0486 0.4664 0.7924
N -0.2060 -2.3057 -0.7528
N -2.3037 -0.6294 0.1807
N -0.1189 -1.4221 0.1869
C 0.7988 0.4862 0.2139
C 0.6952 1.0009 -1.1845
C -1.1280 -0.5163 0.6251
C -0.3347 0.6510 1.1797
H 2.7172 0.2967 0.1183
H -1.0658 -2.1294 -1.2810
H -0.0034 0.4886 2.2049
H -0.8732 1.5963 1.1121
H -0.3456 1.0886 -1.4875
H 1.1745 0.2937 -1.8773
H 1.1667 1.9819 -1.2862
H -2.9257 0.1297 0.4367
H 0.7039 -1.4770 0.8186
```

=====

Version iii
Here is an isolated molecule of C4H9N3O from the Open Molecules 2025 dataset. Energies are from ωB97M-V with the def2-TZVPD basis set.

## Properties
Multiplicity: 1
Frontier orbital gap (Ha): 0.3325

```
17
C4H9N3O (ωB97M-V with the def2-TZVPD basis set)
O 1.3242 2.0638 0.1085
N 0.3214 0.6948 -0.9977
N -0.9021 -0.7931 0.2064
N 0.0012 0.8532 1.3773
C -1.2786 -1.3475 1.5482
C 0.6294 -0.3284 -2.0960
C -0.1892 0.3083 0.2464
C 0.8618 1.8736 1.3470
H -2.3781 -0.8006 1.6405
H 1.6037 2.3251 2.2674
H -0.4367 -1.3310 2.1999
H -1.4736 -1.1273 -0.8162
H -1.5907 -2.5443 1.3522
H 1.6943 0.2544 -2.6199
H -0.2613 -0.1012 -3.0286
H 1.1661 1.2898 -0.9773
H 0.9082 -1.2897 -1.7579
```

=====

version i is the most stable structure; the next one sits 189.1 kJ/mol above it.

=====

Version i
Here is a cluster of 2 separate species, C2H6Cl2NOP in total from the Open Molecules 2025 dataset. Energies are from ωB97M-V with the def2-TZVPD basis set.

## Properties
Multiplicity: 1
Frontier orbital gap (spin up / spin down) (Ha): 0.3031 / 0.2894

```
13
C2H6Cl2NOP (ωB97M-V with the def2-TZVPD basis set)
Cl 2.5917 0.9853 -1.1175
Cl 1.4518 3.3706 0.7779
P 0.8528 1.8088 -0.4857
O 0.1846 2.2334 -1.6762
N -0.6405 0.2984 1.2705
C -0.0635 -1.3575 -0.4399
C -1.2033 -0.7565 0.5760
H -0.5464 -2.2610 -0.8969
H -2.0540 -0.5159 -0.0911
H 0.8993 -1.5497 0.1669
H -1.5836 -1.3880 1.4115
H 0.0872 -0.1851 1.7805
H 0.0239 -0.6827 -1.2759
```

=====

Version ii
Here is a cluster of 2 separate species, C2H6Cl2NOP in total from the Open Molecules 2025 dataset. Energies are from ωB97M-V with the def2-TZVPD basis set.

## Properties
Multiplicity: 1
Frontier orbital gap (spin up / spin down) (Ha): 0.2986 / 0.3036

```
13
C2H6Cl2NOP (ωB97M-V with the def2-TZVPD basis set)
Cl -2.3844 1.5680 0.4157
Cl -3.5760 -1.4428 0.4208
P -2.0842 -0.2247 -0.2338
O -1.9773 -0.1722 -1.6414
N 0.0451 -1.0506 1.0994
C 1.0730 -0.7321 0.1303
C 1.4110 0.8418 -0.2197
H 2.1210 0.8402 -1.1494
H 0.5031 1.2937 -0.7345
H 0.0416 -0.2155 1.6778
H 0.9642 -1.2245 -0.7778
H 2.0450 -0.9987 0.5133
H 1.8180 1.5173 0.4993
```

=====

version ii is the most stable structure; the next one sits 12.4 kJ/mol above it.

=====

Version i
Here is a cluster of 4 separate species, C3H12O4 in total from the Open Molecules 2025 dataset. Energies are from ωB97M-V with the def2-TZVPD basis set.

## Properties
Multiplicity: 1
Frontier orbital gap (Ha): 0.3471

```
19
C3H12O4 (ωB97M-V with the def2-TZVPD basis set)
O -3.2109 0.8701 -0.9513
O 0.6319 1.6973 3.1563
O 0.7897 -3.3069 -0.8077
O 2.1335 -0.2300 0.1344
C 0.8044 -0.0259 -0.1153
C -0.0642 -0.3049 0.8434
C 0.5246 0.5786 -1.4615
H -2.8825 1.5138 -1.5982
H -0.1568 -3.4968 -0.7585
H 0.6634 -0.1421 -2.2593
H -0.5236 0.8677 -1.5350
H 2.7136 0.2852 -0.4335
H 0.2828 -0.5682 1.8220
H 1.1213 1.4754 -1.5167
H -2.8593 0.0448 -1.3080
H 0.7850 -2.3388 -0.7475
H -1.1203 -0.1857 0.6566
H -0.0733 2.3440 3.1928
H 0.4408 0.9224 3.6870
```

=====

Version ii
Here is a cluster of 3 separate species, C3H12O4 in total from the Open Molecules 2025 dataset. Energies are from ωB97M-V with the def2-TZVPD basis set.

## Properties
Multiplicity: 1
Frontier orbital gap (Ha): 0.3813

```
19
C3H12O4 (ωB97M-V with the def2-TZVPD basis set)
O 0.5906 -3.5226 -1.6935
O 0.5297 2.5647 3.5161
O -0.7677 -1.8676 0.6804
O -0.0914 2.7336 -0.6233
C -0.4931 1.4864 -1.2313
C -0.5897 0.4662 -0.0963
C -0.0711 -1.0270 -0.2510
H 0.6533 -4.1351 -0.9150
H -0.0891 0.9881 0.7793
H 0.1076 1.2945 -2.1078
H -1.6412 0.3534 0.1812
H 0.3705 1.6367 3.5641
H 1.3715 2.7622 2.9357
H 0.8671 2.8204 -0.5113
H -1.5528 1.7032 -1.4419
H 1.0049 -1.2197 -0.0328
H 1.5116 -3.3236 -1.4664
H -1.3536 -2.4021 0.0194
H -0.3571 -1.3115 -1.3056
```

=====

Version iii
Here is a cluster of 3 separate species, C3H12O4 in total from the Open Molecules 2025 dataset. Energies are from ωB97M-V with the def2-TZVPD basis set.

## Properties
Multiplicity: 1
Frontier orbital gap (Ha): 0.3863

```
19
C3H12O4 (ωB97M-V with the def2-TZVPD basis set)
O 3.2797 -0.2640 2.3423
O -3.4519 1.1226 4.4602
O -0.6983 -2.0187 -3.0846
O 0.1544 0.1173 0.3357
C 0.0866 -1.0909 -2.3341
C -0.5546 0.2622 -2.0181
C 0.2131 0.9094 -0.8733
H 0.3391 -1.6643 -1.4529
H -2.8178 1.8155 4.2675
H -1.5761 0.0000 -1.7372
H 3.5556 -1.1864 2.3285
H 3.3632 -0.0058 3.2687
H 1.2407 1.0762 -1.1680
H -1.0619 -1.6252 -3.8830
H -3.3130 0.8158 5.3593
H 1.0577 0.0625 0.5987
H 1.0488 -0.9730 -2.8590
H -0.3680 1.8013 -0.6144
H -0.4971 0.8455 -2.9363
```

=====

Version iv
Here is a cluster of 4 separate species, C3H12O4 in total from the Open Molecules 2025 dataset. Energies are from ωB97M-V with the def2-TZVPD basis set.

## Properties
Multiplicity: 1
Frontier orbital gap (Ha): 0.3756

```
19
C3H12O4 (ωB97M-V with the def2-TZVPD basis set)
O -0.0213 -0.1959 1.2259
O 1.9180 0.0273 -2.0335
O 2.0185 -1.9815 0.1466
O 1.2772 2.1260 -0.0699
C -2.3529 0.1159 0.8321
C -3.3853 0.3599 0.0236
C -1.0751 -0.4861 0.3002
H -3.2894 0.2460 -1.0471
H 0.5514 -0.9334 1.4377
H 0.7059 2.8118 -0.3949
H 1.7492 -1.2419 -0.4035
H 0.7156 1.6612 0.5623
H -4.4109 0.2852 0.3615
H 1.5280 0.8348 -1.6774
H -0.9336 -0.1539 -0.7377
H -2.3763 0.3339 1.8929
H 2.8104 -0.1489 -1.7528
H 2.9399 -1.8437 0.3785
H -1.0586 -1.5765 0.2124
```

=====

version iii is the most stable structure; the next one sits 6.9 kJ/mol above it.